(1)
This record from the OMol25 dataset describes 10 unconnected molecules or ions with the total composition C46H81F9O27 in a non-equilibrium geometry. The level of theory is ωB97M-V/def2-TZVPD.

Cartesian coordinates (Å):
C -3.3381 4.4153 3.4384
C -2.4798 5.5951 3.0390
O -1.6222 5.9685 4.1458
C -1.5170 7.2479 4.4373
O -2.2205 8.1418 4.0626
C -0.3063 7.5304 5.3531
F 0.4954 8.4290 4.7678
F -0.7328 8.0427 6.5093
F 0.4162 6.4419 5.6110
H -4.0259 4.6680 4.2460
H -2.7659 3.5405 3.7331
H -3.9418 4.1590 2.5621
H -3.0641 6.4702 2.7629
H -1.8557 5.3136 2.1929
C -0.7705 -0.7728 -5.7594
C 0.3436 -1.3818 -6.5760
O 0.3783 -0.7748 -7.8885
C 1.2345 0.2244 -8.0465
O 2.1418 0.5135 -7.3295
C 0.9954 0.9699 -9.3759
F 0.5083 0.1574 -10.3159
F 0.0869 1.9427 -9.1880
F 2.1107 1.5184 -9.8175
H -0.8909 -1.3291 -4.8300
H -1.7023 -0.9101 -6.3164
H -0.6720 0.2990 -5.5916
H 0.1247 -2.4306 -6.7685
H 1.3066 -1.3531 -6.0707
C -2.6070 -1.0954 -1.9558
C -1.3741 -1.0431 -1.0816
O -1.7345 -0.7739 0.2636
C -0.8117 -0.2869 1.0637
O 0.3407 -0.0827 0.8105
C -1.4073 -0.1062 2.4683
F -2.0219 1.0839 2.5774
F -2.2918 -1.0747 2.7058
F -0.4648 -0.1803 3.4009
H -3.3132 -0.2821 -1.7839
H -3.1378 -2.0392 -1.7871
H -2.3651 -1.0480 -3.0184
H -0.7155 -0.2767 -1.5033
H -0.8053 -1.9712 -1.1386
C -0.3198 -3.4542 3.4774
C 0.9512 -3.0655 4.1870
C 1.2538 -3.7795 5.5208
O 2.5625 -4.3092 5.3366
C 3.0388 -3.9931 4.1192
O 4.1403 -4.1899 3.7309
O 2.0833 -3.3746 3.3755
H -1.2408 -3.1041 3.9446
H -0.3293 -4.5252 3.2762
H -0.3447 -2.8672 2.5523
H 0.9296 -1.9903 4.3831
H 0.4972 -4.5484 5.6881
H 1.2952 -3.0907 6.3569
C -4.2641 -3.3125 -5.1067
C -2.8321 -3.7413 -4.8047
C -2.7252 -5.2294 -4.4482
O -2.0624 -5.8014 -5.5821
C -1.6808 -4.8366 -6.4398
O -1.0729 -5.0213 -7.4377
O -2.0322 -3.6127 -5.9822
H -4.7422 -3.8635 -5.9140
H -4.2565 -2.2527 -5.3695
H -4.8283 -3.4120 -4.1758
H -2.4987 -3.0760 -4.0104
H -3.6998 -5.6891 -4.3047
H -2.0880 -5.4195 -3.5858
C 1.0432 -0.6714 10.3491
C 1.3282 0.1213 9.0911
C 2.2480 -0.5556 8.0607
O 1.4001 -0.7762 6.9372
C 0.2119 -0.1744 7.1113
O -0.7061 -0.2246 6.3607
O 0.1258 0.3500 8.3601
H 0.6389 -1.6541 10.0987
H 0.3448 -0.1155 10.9714
H 1.9655 -0.8166 10.9133
H 1.7573 1.0837 9.3833
H 2.6304 -1.4931 8.4655
H 3.0796 0.0629 7.7309
C 4.1440 -0.0213 1.1075
C 4.0010 0.3627 2.5551
C 2.7333 -0.0904 3.2822
O 3.2131 -0.4503 4.5817
C 4.5645 -0.5608 4.5501
O 5.2265 -0.7973 5.5046
O 5.0296 -0.3078 3.3077
H 5.1376 0.2794 0.7729
H 3.4087 0.4231 0.4340
H 4.0327 -1.0970 0.9475
H 4.1110 1.4459 2.6708
H 2.2846 -0.9557 2.7927
H 1.9930 0.7018 3.3501
C -0.1342 7.8024 1.0160
O -0.6529 6.6102 0.4837
C -1.8177 6.8332 -0.2846
C -2.3648 5.5085 -0.7618
O -1.5717 5.0217 -1.8092
C -2.0193 3.7987 -2.3458
C -1.7556 2.5623 -1.5079
O -0.3910 2.3857 -1.2050
C 0.0222 3.0465 -0.0233
H 0.6713 7.5736 1.7089
H -0.9028 8.3656 1.5667
H 0.2267 8.4614 0.2166
H -1.5707 7.4450 -1.1665
H -2.5582 7.3865 0.3081
H -3.4032 5.6509 -1.0916
H -2.3491 4.8473 0.1174
H -1.4482 3.6681 -3.2711
H -3.0650 3.8780 -2.6800
H -2.0426 1.7134 -2.1336
H -2.3692 2.5562 -0.5946
H 0.0176 4.1336 -0.1295
H 1.0509 2.7659 0.1977
H -0.6175 2.7640 0.8231
C -6.2324 -2.8919 3.7878
O -5.1897 -2.1232 3.2097
C -5.1795 -2.1423 1.8237
C -4.6791 -3.4029 1.1400
O -3.4060 -3.7660 1.6383
C -2.9457 -5.0363 1.2715
C -2.9889 -5.3659 -0.2088
O -2.1322 -4.5887 -1.0281
C -0.7708 -4.6792 -0.7012
H -6.4382 -3.7991 3.2052
H -7.1659 -2.3220 3.8064
H -5.9092 -3.2193 4.7712
H -4.5301 -1.3212 1.5051
H -6.1556 -1.9516 1.3465
H -4.6198 -3.2559 0.0581
H -5.3811 -4.2265 1.3613
H -3.5213 -5.8245 1.7873
H -1.9238 -5.1131 1.6437
H -3.9952 -5.1819 -0.5870
H -2.7682 -6.4308 -0.3569
H -0.4244 -5.7172 -0.6518
H -0.4674 -4.0698 0.1564
H -0.1969 -4.2401 -1.5277
C 2.2273 -0.6433 -2.1654
O 2.9723 -0.3073 -3.3075
C 3.8193 -1.3621 -3.7044
C 4.4699 -1.0351 -5.0177
O 5.3181 0.0647 -4.9022
C 6.0477 0.2867 -6.0874
C 7.0807 1.3476 -5.8600
O 6.4877 2.6058 -5.6708
C 7.4492 3.6350 -5.5738
H 2.8967 -0.9232 -1.3419
H 1.5920 -1.5240 -2.3666
H 1.5817 0.1882 -1.8943
H 3.2662 -2.3054 -3.8215
H 4.5945 -1.4792 -2.9311
H 3.6620 -0.8546 -5.7442
H 4.9916 -1.9436 -5.3579
H 5.3600 0.5951 -6.8881
H 6.5647 -0.6244 -6.4193
H 7.7384 1.3877 -6.7400
H 7.6820 1.0501 -4.9872
H 6.9471 4.5718 -5.8108
H 8.3020 3.4780 -6.2391
H 7.8070 3.7132 -4.5387

Calculated values
* structure (SMILES): CCOC(=O)C(F)(F)F.CCOC(=O)C(F)(F)F.CCOC(=O)C(F)(F)F.C[C@H]1COC(=O)O1.C[C@H]1COC(=O)O1.C[C@H]1COC(=O)O1.C[C@H]1COC(=O)O1.COCCOCCOC.COCCOCCOC.COCCOCCOC
* E_tot: -128752.9921 eV
* E_HOMO: -9.45 eV
* E_LUMO: 0.1 eV
* orbital gap: 9.530 eV

***

(2)
This record from the OMol25 dataset describes a molecular structure, C46H84Br18N2O4S in a non-equilibrium geometry. The level of theory is ωB97M-V/def2-TZVPD.

Cartesian coordinates (Å):
C -2.7485 -3.8602 1.7319
C -3.0556 -2.3953 2.1599
C -3.7961 -1.5522 1.0847
N -3.2029 -1.5542 -0.2552
C -2.0050 -0.7123 -0.3252
C -2.3356 0.5366 -1.2223
O -3.4005 1.0713 -1.3483
N -1.1160 0.8895 -1.8831
C -0.0542 -0.0936 -1.5480
C 0.6181 -0.3571 -2.9553
C 2.0740 -0.8343 -2.9246
O 2.2217 -2.1638 -2.4697
C 3.2685 -2.2766 -1.5129
C 3.7791 -3.6978 -1.3382
O 2.9527 -4.5267 -0.5312
C 2.7522 -4.0643 0.7521
C 1.5371 -4.2997 1.3520
C 1.2192 -3.8448 2.6052
C 2.1919 -3.1188 3.3070
C 1.8679 -2.5398 4.7096
C 0.3857 -2.1023 4.8501
C 2.0366 -3.7721 5.6819
C 2.8885 -1.4812 5.1953
C 2.7125 -0.0201 4.6687
C 1.8948 0.9119 5.5933
C 2.1458 0.1131 3.2388
C 4.1578 0.6090 4.6157
C 3.4179 -2.9029 2.7283
C 3.7113 -3.3764 1.4585
C 0.8452 0.3113 -0.3702
C 0.6876 1.7497 0.1200
C 1.0182 2.8496 -0.9229
O -0.5823 1.9647 0.7364
C -0.9636 -1.3619 -1.3143
S -0.2200 -2.8484 -0.5571
H -3.1446 -4.1288 0.7446
H -3.2280 -4.5374 2.4520
H -1.6698 -4.0348 1.7415
H -2.1436 -1.9075 2.5317
H -3.7339 -2.4634 3.0250
H -4.8397 -1.8954 1.0518
H -3.8039 -0.5028 1.4140
H -3.0034 -2.4939 -0.5748
H -1.6044 -0.4518 0.6621
H -1.3958 0.8825 -2.8632
H 0.6240 0.6008 -3.5046
H 0.0393 -1.0905 -3.5268
H 2.4443 -0.8070 -3.9688
H 2.7004 -0.1063 -2.3855
H 4.1238 -1.6783 -1.8832
H 2.9430 -1.7963 -0.5768
H 3.7886 -4.1583 -2.3363
H 4.8277 -3.6494 -1.0196
H 0.8129 -4.8521 0.7486
H 0.2083 -4.0574 2.9934
H -0.1856 -2.8692 5.3819
H -0.0924 -1.8975 3.8855
H 0.2804 -1.1968 5.4589
H 3.1161 -3.9365 5.8234
H 1.6795 -4.6794 5.1758
H 1.5148 -3.5751 6.6233
H 2.7734 -1.4318 6.2923
H 3.9115 -1.8406 5.0444
H 0.8105 0.8410 5.4267
H 2.1457 0.8257 6.6546
H 2.1558 1.9442 5.3025
H 2.1467 1.1918 3.0020
H 1.1093 -0.2210 3.1179
H 2.7966 -0.3391 2.4787
H 4.1669 1.3058 3.7611
H 4.3958 1.1951 5.5091
H 4.9223 -0.1394 4.3738
H 4.2178 -2.3422 3.2019
H 4.6969 -3.1805 1.0496
H 0.5585 -0.3280 0.4806
H 1.9118 0.1319 -0.5334
H 1.4221 1.8735 0.9362
H 1.5784 2.4933 -1.7925
H 0.0834 3.3422 -1.2121
H 1.6170 3.6168 -0.4109
H -0.5598 2.7935 1.2263
H -1.5566 -1.6698 -2.1823
H 0.8059 -2.3175 0.1469
Br 0.5926 -0.6371 8.3654
C 0.6651 -2.0017 9.7530
C 2.0332 -2.0775 10.3778
Br 3.2970 -2.9973 9.2198
H 0.3523 -2.9354 9.2950
H -0.0743 -1.6974 10.4915
H 2.0022 -2.6673 11.2919
H 2.4553 -1.1008 10.5936
Br -5.2536 -4.7679 4.2927
C -3.8377 -5.5902 5.3476
C -2.6356 -4.6915 5.4488
Br -1.5957 -4.7011 3.8022
H -3.6161 -6.5481 4.8878
H -4.2749 -5.7555 6.3314
H -1.9536 -5.0519 6.2178
H -2.8933 -3.6559 5.6529
Br 0.0940 3.8956 -4.3291
C -1.7383 3.3508 -3.9484
C -2.7335 4.2748 -4.5921
Br -2.8889 5.9483 -3.6073
H -1.8342 3.3012 -2.8674
H -1.8262 2.3493 -4.3622
H -3.7296 3.8366 -4.5696
H -2.4774 4.5332 -5.6162
Br 8.0107 -6.6249 -2.6711
C 7.0273 -7.7615 -1.4337
C 5.8661 -7.0284 -0.8178
Br 6.4542 -5.7994 0.5713
H 7.7411 -8.1211 -0.6991
H 6.6748 -8.5979 -2.0343
H 5.1970 -7.7246 -0.3159
H 5.3007 -6.4442 -1.5376
Br -3.8769 10.3558 -8.0078
C -3.8337 8.9150 -6.6976
C -2.5046 8.2146 -6.6971
Br -2.3306 7.0114 -8.2190
H -4.6658 8.2561 -6.9260
H -4.0103 9.3980 -5.7384
H -2.4108 7.5771 -5.8215
H -1.6631 8.8988 -6.7374
Br -0.9152 11.9285 -6.6681
C 0.9921 11.6917 -6.3468
C 1.6117 10.7486 -7.3439
Br 1.1900 8.8926 -6.9371
H 1.1002 11.3578 -5.3194
H 1.4211 12.6869 -6.4491
H 2.6975 10.8081 -7.2996
H 1.2820 10.9318 -8.3623
Br -4.2577 14.4259 -12.7317
C -3.4285 12.6810 -12.4904
C -2.7930 12.5548 -11.1321
Br -1.1021 13.5174 -11.0470
H -2.7215 12.5518 -13.3039
H -4.2398 11.9637 -12.5991
H -2.5411 11.5163 -10.9237
H -3.4168 12.9399 -10.3310
Br -5.7328 -7.3590 9.2170
C -5.6335 -8.7557 7.8650
C -4.3974 -9.5993 8.0328
Br -2.8137 -8.6715 7.3872
H -5.6839 -8.2633 6.8985
H -6.5288 -9.3571 8.0102
H -4.4671 -10.5013 7.4279
H -4.2039 -9.8733 9.0652
Br -2.3055 0.4672 -8.5971
C -1.2441 0.1997 -6.9890
C -1.9233 -0.7437 -6.0308
Br -3.3839 0.1298 -5.0819
H -1.0626 1.1829 -6.5630
H -0.3024 -0.2217 -7.3357
H -1.2295 -1.0618 -5.2558
H -2.3429 -1.6187 -6.5176

Calculated values
* E_tot: -1331833.0237 eV
* E_HOMO: -8.22 eV
* E_LUMO: 0.1 eV
* orbital gap: 8.374 eV
* ΔE to the lowest compared entry with this formula, charge and spin: 218.78 kJ/mol

***

(3)
This record from the OMol25 dataset describes a molecular structure, C46H86F5MnN2O16 in a non-equilibrium geometry. The level of theory is ωB97M-V/def2-TZVPD.

Cartesian coordinates (Å):
Mn 9.7907 9.9985 -19.8678
C 11.8982 10.9217 -21.4443
O 11.8451 9.6000 -20.8984
O 10.7380 11.4935 -21.0229
C 13.2527 11.5944 -21.0346
F 13.2325 12.9305 -21.1089
F 13.6115 11.2931 -19.7703
F 14.2120 11.1598 -21.8490
C 12.8483 8.6453 -21.2822
C 12.5185 7.3859 -20.4795
H 11.5651 6.8856 -20.6555
H 13.3587 6.6944 -20.5711
H 12.4346 7.5877 -19.4068
H 13.8734 8.9444 -21.0805
H 12.7410 8.3226 -22.3208
H 11.8883 10.7383 -22.5245
C 13.0488 8.1255 -28.7795
C 12.7971 8.6190 -27.3348
C 12.7980 7.4354 -26.3467
C 12.9427 7.9971 -24.9418
C 14.2591 8.7460 -24.8605
C 14.3026 10.0183 -25.7453
N 13.8196 9.6771 -27.0847
O 13.9001 10.6790 -28.0392
C 13.5910 11.1836 -25.0664
C 15.7903 10.4047 -25.8032
C 11.4061 9.3422 -27.2788
H 12.9629 8.9120 -29.5285
H 12.2967 7.4096 -29.1188
H 14.0388 7.6680 -28.7997
H 11.8372 6.9440 -26.4975
H 13.6209 6.7933 -26.6666
H 12.9448 7.2181 -24.1732
H 12.0787 8.6166 -24.6877
H 15.0785 8.0753 -25.1337
H 14.5341 9.0195 -23.8372
H 12.6584 10.8786 -24.5856
H 14.2500 11.4844 -24.2485
H 13.4748 12.0592 -25.7025
H 15.8687 11.4240 -26.1964
H 16.1081 10.5896 -24.7712
H 16.5534 9.7952 -26.2824
H 10.5560 8.7417 -27.6081
H 11.5007 10.2181 -27.9202
H 11.1966 9.6973 -26.2684
H 14.6164 10.3833 -28.6145
C 12.3105 1.1621 -21.9449
C 12.3627 2.0549 -20.6927
C 11.2845 1.4972 -19.7464
C 11.4583 1.9374 -18.2828
C 12.8220 1.4633 -17.7961
C 13.9877 1.9679 -18.6357
N 13.6804 1.8477 -20.0686
O 14.6837 2.2291 -20.9736
C 14.3865 3.3960 -18.2683
C 15.1765 1.0548 -18.3462
C 12.0307 3.5509 -20.9324
H 12.9755 1.4424 -22.7633
H 11.3171 1.1623 -22.4023
H 12.5708 0.1359 -21.6919
H 10.2447 1.6187 -20.0620
H 11.3303 0.4039 -19.6868
H 10.7159 1.4943 -17.6188
H 11.4569 3.0288 -18.1920
H 12.8162 0.3768 -17.7034
H 12.9193 1.8955 -16.7972
H 13.7310 4.1915 -18.6368
H 14.3958 3.5460 -17.1842
H 15.3738 3.7248 -18.6011
H 16.1096 1.4828 -18.7110
H 15.3154 0.9063 -17.2702
H 15.0485 0.0350 -18.7084
H 12.8929 4.0013 -21.4307
H 11.8372 4.1356 -20.0328
H 11.1963 3.6333 -21.6331
H 14.9134 3.1614 -20.7906
C 15.9281 14.3602 -23.0049
C 17.3620 14.6522 -22.5843
O 18.2642 14.1851 -23.2450
C 17.6644 15.1462 -21.1987
H 15.2987 15.2531 -23.0162
H 15.3383 13.7086 -22.3566
H 16.0324 13.8743 -23.9733
H 17.4644 16.2212 -21.1619
H 18.6767 14.9576 -20.8515
H 16.9841 14.6882 -20.4819
C 14.7379 5.1528 -23.2974
C 15.5957 5.5778 -22.1134
O 15.6656 4.8231 -21.1644
C 16.2170 6.9434 -22.0988
H 14.7957 4.0678 -23.3757
H 15.0511 5.5758 -24.2520
H 13.7090 5.4508 -23.0900
H 16.8139 7.0882 -23.0007
H 16.7473 7.0465 -21.1530
H 15.4895 7.7566 -22.1667
C 8.9919 9.3504 -23.9455
C 8.2825 9.0570 -22.6555
O 8.8187 9.1997 -21.5587
C 7.0778 8.1784 -22.7771
H 8.8805 10.4196 -24.1664
H 8.4765 8.8921 -24.7872
H 10.0423 9.0681 -23.9205
H 7.5217 7.1805 -22.7650
H 6.4775 8.3772 -23.6592
H 6.4802 8.3170 -21.8748
C 15.2067 9.1247 -18.1850
C 15.6143 7.6947 -17.9143
O 16.7180 7.3041 -18.2253
C 14.5243 6.7705 -17.5209
H 14.8487 9.6132 -17.2740
H 14.4842 9.1174 -19.0000
H 16.0474 9.7644 -18.4382
H 14.9174 5.9318 -16.9491
H 14.0462 6.3250 -18.3949
H 13.7156 7.3117 -17.0262
C 16.1763 14.5517 -16.9101
C 16.3196 13.0377 -16.9505
O 16.2693 12.4100 -15.9131
C 16.5737 12.3460 -18.2528
H 16.7038 15.0335 -17.7334
H 16.7056 14.9463 -16.0414
H 15.1260 14.7973 -16.7937
H 15.5877 11.9932 -18.5593
H 17.2665 11.5118 -18.1626
H 17.0241 13.0214 -18.9726
C 8.8252 5.6598 -18.9302
C 9.7502 6.8153 -18.6545
O 9.6745 7.8767 -19.2592
C 10.8503 6.5284 -17.6856
H 8.4192 5.2258 -18.0165
H 9.3367 4.8685 -19.4813
H 7.9685 5.9784 -19.5247
H 11.4638 5.6682 -17.9445
H 10.4072 6.4301 -16.6893
H 11.4511 7.4272 -17.5293
C 11.5370 14.8374 -19.2468
C 12.7197 15.0562 -18.2742
O 13.4474 16.0729 -18.9049
C 13.1223 16.1386 -20.2493
O 13.8868 16.4352 -21.1047
O 11.9215 15.5792 -20.4068
F 13.4360 13.8918 -18.2286
H 10.5881 15.1961 -18.8499
H 11.4307 13.8349 -19.6602
H 12.3690 15.2742 -17.2665
C 11.5269 14.1540 -23.5732
C 10.1322 14.2616 -22.9304
O 9.4993 13.1344 -23.4743
C 9.9886 12.8970 -24.6875
O 9.5182 12.2142 -25.5414
O 11.1339 13.6140 -24.8389
F 9.5465 15.4381 -23.2585
H 12.2730 13.4754 -23.1706
H 11.8861 15.1793 -23.6466
H 10.1093 14.1590 -21.8483

Calculated values
* E_tot: -129735.8765 eV
* net charge: +1
* spin multiplicity: 6
* E_HOMO (alpha / beta): -9.62 / -9.62 eV
* E_LUMO (alpha / beta): -4.3 / -4.6 eV
* <S²>: 8.7541
* orbital gap (alpha / beta): 5.271 / 5.001 eV

***

- Which formula does entry 3 have?
  C46H86F5MnN2O16

***

- Among the records above, which one has the lowest E_tot?
  C46H84Br18N2O4S

***

- The highest E_tot belongs to which entry?
  C46H81F9O27